Here is 2 unconnected molecules or ions with the total composition C8H11N3O3 in a non-equilibrium geometry from the Open Molecules 2025 dataset. Energies are from ωB97M-V/def2-TZVPD.

Structure (XYZ):
```
25
Properties=species:S:1:pos:R:3
C 3.503 1.225 0.696
C 2.804 0.890 1.843
C 1.748 0.101 0.073
C 3.165 1.183 3.350
C 0.175 -0.752 -1.396
C 0.950 -0.711 2.140
C -1.951 -0.488 -2.173
C -1.172 1.020 -0.347
N 2.814 0.734 -0.335
N 1.770 0.156 1.398
N -0.896 -0.095 -1.246
O 2.898 0.265 4.144
O 3.668 2.282 3.432
O 0.755 -1.532 -2.105
H 4.337 1.871 0.636
H 0.642 -0.225 3.037
H 0.058 -0.881 1.537
H 1.497 -1.689 2.617
H -1.867 -1.497 -2.353
H -2.943 -0.365 -1.614
H -1.862 0.086 -3.079
H -1.649 1.702 -0.898
H -1.825 0.811 0.450
H -0.191 1.438 0.037
H 2.983 1.003 -1.289
```

Results
HOMO energy: -7.993 eV
relative energy (zero: lowest compared OMol25 entry of this formula, charge and spin): 68.20 kcal/mol
HOMO-LUMO gap: 7.698 eV

---

Here is a molecular structure, C49H62N4P2Si2W in a non-equilibrium geometry from the Open Molecules 2025 dataset. Energies are from ωB97M-V/def2-TZVPD.

Structure (XYZ):
```
120
Properties=species:S:1:pos:R:3
W -0.176 -0.327 0.942
C 3.275 -2.531 1.102
Si 3.144 -1.211 -0.238
C 4.622 -0.068 -0.160
C 2.828 -1.939 -1.939
N 1.598 -0.267 0.182
P 1.577 1.424 0.022
C -0.042 1.746 0.699
P -1.569 1.586 -0.191
N -1.705 -0.139 -0.203
Si -3.301 -1.065 -0.335
C -3.062 -2.393 1.009
C -4.848 -0.127 0.165
C -3.307 -1.776 -2.060
C -2.687 2.111 1.122
C -3.433 3.283 1.058
C -4.112 3.719 2.189
C -4.029 3.001 3.374
C -3.289 1.822 3.439
C -2.622 1.387 2.313
C -2.056 2.322 -1.747
C -1.194 3.117 -2.504
C -1.655 3.688 -3.678
C -2.967 3.488 -4.086
C -3.830 2.714 -3.315
C -3.383 2.125 -2.148
C 2.646 2.150 1.266
C 3.015 1.384 2.374
C 3.748 1.968 3.393
C 4.096 3.313 3.315
C 3.701 4.081 2.228
C 2.970 3.505 1.201
C 1.946 1.767 -1.695
C 1.230 1.009 -2.632
C 1.476 1.178 -3.980
C 2.422 2.112 -4.396
C 3.132 2.860 -3.466
C 2.904 2.692 -2.109
H 4.337 -2.728 1.268
H 2.833 -3.480 0.794
H 2.851 -2.243 2.066
H 5.426 -0.497 -0.766
H 5.009 0.035 0.854
H 4.436 0.932 -0.548
H 3.380 -2.878 -2.027
H 3.200 -1.281 -2.726
H 1.780 -2.145 -2.157
H -2.618 -2.010 1.935
H -2.496 -3.255 0.654
H -4.047 -2.778 1.287
H -5.139 -0.374 1.187
H -5.663 -0.456 -0.486
H -4.804 0.957 0.102
H -2.329 -2.133 -2.388
H -3.658 -1.049 -2.796
H -4.003 -2.619 -2.096
H -3.479 3.848 0.135
H -4.702 4.624 2.147
H -4.539 3.359 4.258
H -3.249 1.258 4.363
H -2.059 0.441 2.324
H -0.186 3.311 -2.166
H -0.988 4.304 -4.267
H -3.326 3.945 -4.998
H -4.861 2.579 -3.614
H -4.065 1.528 -1.557
H 2.755 0.333 2.412
H 4.069 1.376 4.240
H 4.675 3.764 4.109
H 3.964 5.129 2.177
H 2.634 4.110 0.367
H 0.491 0.293 -2.287
H 0.936 0.591 -4.712
H 2.606 2.256 -5.453
H 3.868 3.582 -3.794
H 3.482 3.261 -1.392
C 1.448 -2.660 7.553
C 0.195 -1.808 7.252
C -1.070 -2.662 7.501
C 0.175 -0.598 8.187
C 0.208 -1.421 5.804
C 0.209 -0.089 5.360
C 0.141 0.203 4.024
N 0.083 -0.751 3.060
C 0.146 -2.059 3.466
C 0.203 -2.400 4.791
C 0.164 -3.029 2.353
C 0.188 -4.396 2.486
C 0.210 -5.231 1.355
C 0.230 -4.584 0.103
C 0.187 -3.221 0.033
N 0.145 -2.430 1.136
C 0.194 -6.728 1.442
C -1.082 -7.230 0.724
C 1.434 -7.289 0.711
C 0.184 -7.235 2.885
H 1.430 -2.936 8.606
H 2.361 -2.091 7.370
H 1.484 -3.581 6.971
H -1.104 -2.929 8.557
H -1.071 -3.589 6.926
H -1.975 -2.098 7.269
H 0.135 -0.949 9.216
H -0.704 0.029 8.025
H 1.077 0.009 8.087
H 0.254 0.726 6.069
H 0.128 1.228 3.676
H 0.252 -3.446 5.057
H 0.184 -4.843 3.469
H 0.264 -5.160 -0.811
H 0.173 -2.700 -0.917
H -1.111 -6.936 -0.325
H -1.982 -6.864 1.222
H -1.091 -8.318 0.765
H 1.453 -7.020 -0.345
H 1.405 -8.375 0.777
H 2.358 -6.949 1.183
H -0.702 -6.899 3.428
H 1.085 -6.940 3.428
H 0.162 -8.323 2.877
```

Results
total charge: +4
HOMO energy (alpha / beta): -18.888 / -18.888 eV
relative energy (zero: lowest compared OMol25 entry of this formula, charge and spin): 10.69 kcal/mol
HOMO-LUMO gap (alpha / beta): 5.797 / 5.787 eV

---

Here is a molecular structure, C19H27BrN4O3STc from the Open Molecules 2025 dataset. Energies are from ωB97M-V/def2-TZVPD.

Structure (XYZ):
```
56
Properties=species:S:1:pos:R:3
Tc -0.022 -0.125 0.040
C -1.409 -0.084 2.926
O -1.567 -0.069 1.477
C -2.707 -0.888 1.047
C -2.862 -0.825 -0.462
O -1.513 -0.949 -1.023
C -1.236 -1.400 -2.395
C 0.007 -0.667 -2.870
O 0.949 -0.523 -1.753
C 2.354 -0.762 -2.075
H -2.356 0.199 3.383
H -0.642 0.647 3.164
H -1.116 -1.082 3.252
H -3.602 -0.491 1.526
H -2.532 -1.906 1.398
H -3.272 0.118 -0.820
H -3.457 -1.668 -0.814
H -2.096 -1.152 -3.018
H -1.102 -2.479 -2.351
H -0.212 0.335 -3.237
H 0.491 -1.254 -3.650
H 2.553 -0.376 -3.072
H 2.554 -1.831 -2.025
H 2.942 -0.209 -1.348
Br 5.087 5.284 1.992
C 4.048 3.811 1.814
C 3.298 3.605 0.623
C 2.532 2.477 0.500
C 2.516 1.512 1.530
C 3.232 1.730 2.725
C 3.989 2.861 2.873
N 1.791 0.312 1.304
C 2.270 -0.770 1.829
C 1.643 -2.052 1.597
C 2.146 -3.217 2.147
C 1.502 -4.424 1.877
C 0.382 -4.406 1.067
C -0.066 -3.195 0.542
N 0.544 -2.033 0.792
H 3.359 4.332 -0.176
H 1.984 2.288 -0.421
H 3.181 1.041 3.560
H 4.539 3.044 3.787
H 3.189 -0.768 2.412
H 3.029 -3.187 2.773
H 1.877 -5.353 2.289
H -0.151 -5.315 0.823
H -0.935 -3.163 -0.097
N -1.325 3.601 1.066
C -0.911 3.503 -0.187
N -0.580 4.575 -0.878
S -0.882 1.976 -1.038
H -1.479 4.501 1.504
H -1.784 2.810 1.485
H -0.780 5.512 -0.548
H -0.294 4.480 -1.842
```

Results
⟨S²⟩: 3.787
total charge: +4
HOMO energy (alpha / beta): -20.747 / -20.779 eV
2S+1: 4
HOMO-LUMO gap (alpha / beta): 7.888 / 5.599 eV

---

Here is 11 unconnected molecules or ions with the total composition C21H52N2O10 in a non-equilibrium geometry from the Open Molecules 2025 dataset. Energies are from ωB97M-V/def2-TZVPD.

Structure (XYZ):
```
85
Properties=species:S:1:pos:R:3
C 1.876 -1.419 -0.637
C 1.939 0.074 -0.080
C 1.259 1.072 -1.141
C -0.198 0.492 -1.361
C -0.581 -0.257 -2.615
C -1.950 -0.780 -2.669
C -2.932 -0.591 -1.539
N -4.188 -1.168 -1.697
C -4.988 -0.981 -0.609
C -4.555 -0.219 0.596
N -3.340 0.365 0.799
C -2.541 0.149 -0.321
C -1.131 0.692 -0.263
H 2.512 -2.088 0.014
H 2.182 -1.475 -1.721
H 0.832 -1.854 -0.556
H 2.982 0.389 0.200
H 1.295 0.068 0.869
H 1.881 0.979 -2.084
H 1.223 2.131 -0.779
H 0.167 -0.411 -3.429
H -2.240 -1.373 -3.587
H -6.012 -1.434 -0.639
H -5.303 -0.132 1.437
H -0.800 1.241 0.650
C 2.784 -4.972 -0.784
O 3.727 -3.907 -0.823
H 2.249 -4.932 0.163
H 2.073 -4.862 -1.606
H 3.304 -5.931 -0.865
H 4.186 -3.962 -1.668
C 0.912 1.781 3.877
O 0.577 0.684 3.033
H 1.965 1.708 4.144
H 0.737 2.721 3.347
H 0.305 1.745 4.785
H -0.358 0.771 2.812
C 3.343 4.387 -1.771
O 1.933 4.390 -1.594
H 3.676 3.358 -1.902
H 3.608 4.968 -2.658
H 3.829 4.814 -0.889
H 1.661 5.311 -1.480
C 3.322 1.381 6.876
O 3.840 1.550 5.563
H 3.251 2.358 7.352
H 2.328 0.929 6.828
H 3.991 0.743 7.460
H 3.895 0.673 5.163
C 0.814 7.590 -3.032
O 0.384 7.530 -1.677
H 1.896 7.471 -3.061
H 0.346 6.784 -3.602
H 0.546 8.557 -3.465
H -0.574 7.637 -1.675
C -0.763 -4.339 -0.076
O -0.453 -4.229 -1.462
H 0.157 -4.247 0.499
H -1.451 -3.538 0.211
H -1.217 -5.311 0.121
H -1.282 -4.313 -1.946
C -3.003 -2.284 -6.788
O -3.458 -2.344 -5.442
H -1.920 -2.400 -6.796
H -3.456 -3.090 -7.370
H -3.264 -1.317 -7.226
H -4.416 -2.238 -5.460
C -7.000 2.819 1.372
O -5.640 3.227 1.387
H -7.632 3.705 1.412
H -7.208 2.266 0.452
H -7.204 2.190 2.243
H -5.102 2.424 1.351
C -0.569 -8.097 1.924
O -1.234 -7.230 1.014
H 0.289 -7.572 2.342
H -1.248 -8.379 2.733
H -0.225 -8.993 1.401
H -1.988 -7.715 0.658
C 4.782 2.923 2.838
O 4.443 1.827 1.995
H 5.836 2.851 3.103
H 4.604 3.864 2.308
H 4.177 2.887 3.746
H 3.508 1.912 1.775
```

Results
structure (SMILES): CCCc1ccc2nccnc2c1.CO.CO.CO.CO.CO.CO.CO.CO.CO.CO
HOMO energy: -8.287 eV
HOMO-LUMO gap: 8.024 eV

---

Here is a molecular structure, CH3NO3P in a non-equilibrium geometry from the Open Molecules 2025 dataset. Energies are from ωB97M-V/def2-TZVPD.

Structure (XYZ):
```
9
Properties=species:S:1:pos:R:3
C 1.082 -0.909 -0.366
N -1.020 -0.215 1.253
O 0.455 1.851 0.181
O 2.269 -1.118 -0.145
O -1.051 0.391 -1.359
P -0.111 0.444 0.119
H 0.316 -1.595 -0.851
H -0.624 -0.035 2.133
H -1.316 1.187 -0.965
```

Results
total charge: -1
HOMO energy: -4.385 eV
relative energy (zero: lowest compared OMol25 entry of this formula, charge and spin): 42.81 kcal/mol
HOMO-LUMO gap: 8.547 eV

---

Here is 2 unconnected molecules or ions with the total composition C2H9N4 in a non-equilibrium geometry from the Open Molecules 2025 dataset. Energies are from ωB97M-V/def2-TZVPD.

Structure (XYZ):
```
15
Properties=species:S:1:pos:R:3
C -1.783 -0.873 0.081
C 0.280 0.028 0.447
N -1.057 0.194 0.763
N 0.477 -0.737 -0.629
N 1.263 0.739 1.008
N -0.775 -1.323 -0.910
H -2.043 -1.672 0.812
H -2.748 -0.556 -0.370
H 1.729 1.826 -1.307
H -1.231 0.429 1.715
H 1.422 -1.126 -0.936
H 0.997 1.261 1.903
H 2.218 0.595 0.840
H 2.256 2.332 -1.488
H -1.006 -1.119 -1.930
```

Results
total charge: +1
HOMO energy: -13.460 eV
relative energy (zero: lowest compared OMol25 entry of this formula, charge and spin): 62.64 kcal/mol
HOMO-LUMO gap: 10.233 eV

---

Here is a molecular structure, C32H28Cl3CrN3O4S in a non-equilibrium geometry from the Open Molecules 2025 dataset. Energies are from ωB97M-V/def2-TZVPD.

Structure (XYZ):
```
72
Properties=species:S:1:pos:R:3
Cr -0.494 -1.813 0.122
Cl 6.449 0.677 1.386
C 4.848 0.272 0.854
C 4.420 0.724 -0.395
C 3.142 0.418 -0.805
Cl 2.598 1.020 -2.335
C 2.221 -0.338 -0.029
O 1.042 -0.577 -0.446
C 2.718 -0.787 1.252
C 1.876 -1.538 2.107
O 0.702 -1.902 1.874
C 4.026 -0.463 1.665
H 5.073 1.298 -1.032
H 2.308 -1.829 3.082
H 4.364 -0.802 2.634
N -2.324 -1.324 2.037
N -2.589 -2.638 2.453
C -1.770 -3.703 1.984
O -1.824 -4.743 2.619
O -1.141 -3.482 0.912
H -1.844 -0.767 2.744
H -3.179 -0.858 1.741
H -2.892 -2.780 3.413
C 1.028 4.468 3.751
C 1.608 3.570 2.648
C 2.255 2.358 3.321
C 2.709 4.331 1.896
C 0.519 3.204 1.649
C -0.135 4.249 0.985
C -1.084 4.024 0.010
C -1.404 2.718 -0.303
S -2.552 2.124 -1.468
C -2.163 0.484 -0.944
N -1.259 0.418 -0.003
C -0.799 1.641 0.376
C 0.169 1.898 1.349
C -2.768 -0.694 -1.455
C -3.867 -0.669 -2.321
C -4.467 -1.848 -2.692
C -3.987 -3.046 -2.168
C -2.885 -3.058 -1.335
C -2.200 -1.897 -0.980
H 1.814 4.739 4.453
H 0.239 3.944 4.286
H 0.610 5.387 3.349
H 3.008 2.708 4.026
H 2.747 1.714 2.597
H 1.524 1.772 3.874
H 3.531 4.564 2.568
H 2.330 5.262 1.485
H 3.091 3.720 1.081
H 0.100 5.272 1.238
H -1.570 4.845 -0.494
H 0.618 1.051 1.843
H -4.241 0.284 -2.672
H -5.310 -1.844 -3.368
H -4.477 -3.973 -2.431
H -2.536 -4.000 -0.938
Cl -1.113 -5.151 -3.199
C -0.931 -3.488 -3.649
C -1.508 -3.090 -4.843
C -1.384 -1.780 -5.265
C -0.657 -0.886 -4.491
C -0.087 -1.299 -3.308
C -0.219 -2.608 -2.825
C 0.344 -2.975 -1.526
H -2.052 -3.814 -5.434
H -1.840 -1.467 -6.194
H -0.548 0.139 -4.816
H 0.452 -0.595 -2.694
H 1.410 -2.740 -1.503
H 0.204 -4.031 -1.305
```

Results
⟨S²⟩: 0.777
total charge: -1
HOMO energy (alpha / beta): -4.591 / -4.224 eV
relative energy (zero: lowest compared OMol25 entry of this formula, charge and spin): 10.70 kcal/mol
2S+1: 2
HOMO-LUMO gap (alpha / beta): 6.420 / 6.052 eV

---

Here is a gas-phase ion, CH7N2 (charge +1) in a non-equilibrium geometry from the Open Molecules 2025 dataset. Energies are from ωB97M-V/def2-TZVPD.

Structure (XYZ):
```
10
Properties=species:S:1:pos:R:3
N -1.315 -0.336 -0.043
C -0.173 0.579 0.124
N 1.169 -0.206 0.017
H -1.426 -0.439 -1.124
H -1.923 -0.762 0.626
H -0.233 1.025 1.178
H -0.192 1.331 -0.691
H 1.912 0.432 -0.185
H 1.183 -0.751 0.920
H 0.997 -0.872 -0.822
```

Results
structure (SMILES): NC[NH3+]
total charge: +1
HOMO energy: -14.774 eV
relative energy (zero: lowest compared OMol25 entry of this formula, charge and spin): 16.56 kcal/mol
HOMO-LUMO gap: 10.821 eV